Entry 1:
A structure of composition C4H10Br3N3O6 in a non-equilibrium geometry, computed with the ωB97M-V functional and the def2-TZVPD basis.

Geometry (Å):
C1 -1.210 -1.280 -3.067
N1 0.106 -1.776 -2.634
O1 0.314 -2.993 -2.867
O2 0.907 -1.074 -2.043
H1 -1.774 -0.778 -2.281
H2 -1.890 -2.072 -3.380
H3 -1.052 -0.574 -3.883
C2 0.839 1.781 2.182
N2 -0.316 2.697 1.889
O3 -1.218 2.595 2.682
O4 -0.241 3.395 0.869
H4 0.830 0.833 1.644
H5 0.867 1.571 3.252
H6 1.782 2.313 2.054
C3 -1.653 -1.551 1.223
N3 -0.395 -0.714 1.288
O5 0.245 -0.688 2.314
O6 -0.080 -0.153 0.271
H7 -1.518 -2.389 0.540
H8 -2.477 -0.892 0.952
H9 -1.674 -1.922 2.248
C4 1.841 0.576 -0.644
Br1 0.373 1.888 -0.794
Br2 2.807 0.703 1.095
Br3 3.094 0.950 -2.119
H10 1.491 -0.446 -0.790

As for the orbital gap: 0.3001 Eh. For the calculated total energy, the calculation gives -8495.64846 a.u. The charge is 0. The value obtained for the energy above the lowest of the compared OMol25 structures with the same formula, charge and spin is 545.7 kJ/mol. The largest force on an atom comes out at 0.1022 Eh/bohr.

Entry 2:
A cluster of 2 separate species, C4H10BrN in total in a non-equilibrium geometry, computed with the ωB97M-V functional and the def2-TZVPD basis.

Geometry (Å):
C1 -1.643 -2.065 0.494
C2 -0.972 -1.084 -0.503
N1 -1.219 0.331 -0.321
Br1 -3.031 0.800 -0.751
H1 -0.915 -2.841 0.797
H2 -1.719 -1.485 1.507
H3 -2.531 -2.481 0.176
H4 0.070 -1.149 -0.265
H5 -1.246 -1.291 -1.646
H6 -0.912 0.653 0.599
C3 2.242 1.663 0.676
C4 2.481 1.819 -0.685
H7 2.453 0.875 1.338
H8 1.906 2.494 1.232
H9 2.040 2.645 -1.289
H10 2.996 1.117 -1.357

As for the SMILES: CCNBr.C=C. As for the orbital gap: 0.3485 Eh. For the calculated total energy, the calculation gives -2787.06294 a.u. The charge is 0. The value obtained for the energy above the lowest of the compared OMol25 structures with the same formula, charge and spin is 9.3 kJ/mol. The largest force on an atom comes out at 0.0824 Eh/bohr.

Entry 3:
A cluster of 2 separate species, C4H10BrN2 in total in a non-equilibrium geometry, computed with the ωB97M-V functional and the def2-TZVPD basis.

Geometry (Å):
C1 -0.218 -0.988 -1.020
C2 0.077 0.069 1.891
C3 0.514 1.891 0.052
C4 -0.398 0.903 0.712
N1 -1.209 -1.829 -1.045
N2 0.957 -1.185 -1.632
Br1 -2.222 1.557 0.588
H1 -0.177 0.770 2.758
H2 1.197 -0.011 1.874
H3 -0.562 -0.901 1.839
H4 0.779 2.774 0.722
H5 0.138 2.312 -0.912
H6 1.472 1.465 -0.111
H7 -2.059 -1.525 -0.623
H8 -1.210 -2.795 -1.346
H9 1.734 -0.511 -1.423
H10 1.187 -1.997 -2.325

As for the orbital gap (spin up / spin down): 0.3061 / 0.3061 Eh. For the calculated total energy, the calculation gives -2841.59700 a.u. The charge is +1. The value obtained for the energy above the lowest of the compared OMol25 structures with the same formula, charge and spin is 256.4 kJ/mol. The largest force on an atom comes out at 0.0528 Eh/bohr.

Entry 4:
A structure of composition C4H10Cl2GaO2S, computed with the ωB97M-V functional and the def2-TZVPD basis.

Geometry (Å):
C1 1.411 -0.972 -0.665
C2 0.203 -0.198 -1.152
O1 -0.068 -0.052 -2.327
O2 -0.447 0.358 -0.131
C3 -1.763 0.929 -0.399
Ga1 -3.307 -0.408 -0.682
S1 -2.797 -2.312 0.539
H1 1.703 -1.682 -1.428
H2 2.225 -0.271 -0.501
H3 1.163 -1.472 0.264
H4 -1.697 1.659 -1.204
H5 -1.982 1.480 0.515
H6 -4.635 0.335 -0.163
H7 -3.466 -0.796 -2.234
H8 -3.109 -3.240 -0.370
C4 3.243 1.452 2.028
Cl1 2.858 -0.137 2.688
Cl2 4.556 1.387 0.843
H9 2.357 1.841 1.539
H10 3.552 2.098 2.840

As for the orbital gap: 0.2572 Eh. For the calculated total energy, the calculation gives -3552.29515 a.u. The charge is -1. The largest force on an atom comes out at 0.0145 Eh/bohr.

> Which formula does entry 4 have?

C4H10Cl2GaO2S

> Among the records above, which one has the highest charge?

C4H10BrN2

> calculated total energy of number 3 (C4H10BrN2)?

-2841.59700 a.u.